Entry from OMol25: C16H19F3NOPtS2 as an isolated structure (ωB97M-V/def2-TZVPD).

```
! RIJCOSX wB97M-V def2-TZVPD def2/J DEFGRID3
* xyz -1 3
Pt 0.77454 -1.66015 0.63767
C 0.46508 -5.69137 0.04352
C -0.20486 -4.48011 0.70516
C -1.65179 -4.79540 1.09924
O -0.14987 -3.38694 -0.15040
H 0.48603 -6.55233 0.71637
H 1.48903 -5.42956 -0.22765
H -0.07489 -5.96547 -0.86720
H 0.34386 -4.29408 1.63929
H -2.23520 -5.05789 0.21235
H -2.09598 -3.90965 1.55548
H -1.69768 -5.62125 1.81453
S 1.13881 -2.17859 3.28450
C 1.26316 -0.67435 2.44367
N 2.51465 -0.05699 2.25149
C 2.59871 1.33536 2.63781
C 1.24280 1.91870 2.28662
S 0.08980 0.64560 2.87660
H 3.28587 -0.65369 2.50675
H 3.41073 1.82423 2.09317
H 2.78119 1.45384 3.71584
H 1.11330 2.04924 1.21161
H 1.03470 2.84513 2.81807
F -2.96750 6.54782 -2.18329
C -2.61549 5.64882 -3.13629
F -1.74301 6.27515 -3.95187
F -3.73880 5.43167 -3.86531
C -2.06875 4.39250 -2.55260
C -2.87414 3.65352 -1.68896
C -2.39658 2.48684 -1.13032
C -1.10073 2.02451 -1.41609
C -0.31039 2.78008 -2.29320
C -0.78737 3.95024 -2.85433
C -0.61265 0.83404 -0.81701
C -0.28588 -0.19531 -0.25055
H -3.87283 4.00533 -1.46091
H -3.01287 1.90498 -0.45841
H 0.68605 2.43188 -2.52990
H -0.16940 4.52930 -3.52743
C 2.75351 -2.04958 -0.18730
H 3.26757 -1.09421 -0.28671
H 2.59895 -2.50033 -1.16697
H 3.32831 -2.72151 0.45297
*
```

The calculation puts the HOMO-LUMO gap (spin up / spin down) at 6.319 / 6.631 eV.

=====

Entry from OMol25: C16H19F6NO2STl as an isolated structure (ωB97M-V/def2-TZVPD).

```
! RIJCOSX wB97M-V def2-TZVPD def2/J DEFGRID3
* xyz -1 1
Tl -0.87191 1.15097 -0.11670
S -1.13854 0.47340 -2.94733
C -2.44053 1.61603 -3.04906
C -3.64267 1.26718 -3.67908
C -4.71832 2.12685 -3.67923
C -4.62698 3.37309 -3.07262
C -3.42232 3.75843 -2.50518
C -2.33925 2.90352 -2.50074
H -3.70668 0.29884 -4.15308
H -5.64421 1.82193 -4.15149
H -5.47962 4.03628 -3.05407
H -3.32225 4.73997 -2.05881
H -1.38756 3.22436 -2.08926
C 3.45033 2.36265 0.84613
C 2.66304 1.26504 0.08303
O 1.42781 1.09948 0.51365
C 3.48683 -0.05350 0.21572
F 2.95498 -1.11306 -0.39500
F 4.75747 0.04565 -0.25976
F 3.63076 -0.39954 1.50788
C 2.67241 1.65804 -1.42851
F 1.78097 2.63768 -1.63942
F 3.85969 2.15250 -1.87171
F 2.37580 0.66132 -2.26045
H 3.50649 2.06777 1.89013
H 2.88221 3.28579 0.77023
H 4.44886 2.49935 0.43911
O -0.67900 -1.47086 0.39484
C -1.40958 -2.43309 0.41361
C -0.93552 -3.83957 0.71118
C -0.82065 -4.55756 -0.65230
C -1.97893 -4.38520 -1.65398
C -2.15965 -2.97190 -2.23245
C -2.99169 -2.04740 -1.32778
N -2.74983 -2.38714 0.06960
H -1.64055 -4.35746 1.36857
H 0.04693 -3.82540 1.18334
H -0.70455 -5.62959 -0.45832
H 0.09366 -4.20213 -1.13114
H -2.92326 -4.73172 -1.22017
H -1.75143 -5.05239 -2.49026
H -2.63812 -3.03351 -3.21199
H -1.18214 -2.50948 -2.38065
H -4.06248 -2.15049 -1.52149
H -2.69265 -1.01013 -1.50111
H -3.22504 -3.25148 0.30392
*
```

The calculation puts the HOMO-LUMO gap at 6.542 eV.

=====

Entry from OMol25: C16H19GeN9Pt as an isolated structure (ωB97M-V/def2-TZVPD).

```
! RIJCOSX wB97M-V def2-TZVPD def2/J DEFGRID3
* xyz 0 5
Pt -0.03212 0.66297 0.50634
N 2.39629 2.33182 1.88183
C 1.46829 1.93473 2.79955
N 1.55214 2.32563 4.05715
N 0.37215 1.88124 4.60961
N -0.28466 1.19751 3.74624
N 0.37933 1.19219 2.52606
C 2.43529 2.17318 0.54601
N 3.25157 2.90819 -0.17368
N 3.01496 2.48516 -1.48670
N 2.20742 1.47431 -1.48212
N 1.83064 1.22811 -0.16090
H 3.01158 3.15165 2.15017
C 2.56610 -4.34451 1.98043
C 2.74096 -3.00340 2.25000
C 2.03216 -2.00525 1.62149
C 0.95904 -2.38626 0.80049
C 0.01514 -1.39458 0.31623
C -0.94639 -1.93904 -0.52207
C -1.23901 -3.23318 -0.74046
C -0.43885 -4.18964 -0.07343
C 0.61538 -3.72552 0.66518
C 1.43893 -4.69608 1.30939
H 3.19552 -5.04406 2.54989
H 3.38547 -2.73236 3.10442
H 2.12691 -1.00247 1.83987
H -1.68348 -1.21555 -1.00897
H -1.98691 -3.69075 -1.32227
H -0.63340 -5.19675 -0.31030
H 1.36255 -5.77589 1.10658
C -0.83021 1.06068 -3.17842
Ge -2.08914 1.85213 -1.90583
C -3.56847 0.60500 -1.99136
C -2.53246 3.73967 -2.51791
C -1.56016 2.11546 -0.07769
H -1.23296 1.12526 -4.22116
H -0.71524 -0.02620 -2.99822
H 0.26589 1.49303 -3.14132
H -3.82793 0.36338 -3.05131
H -4.41754 1.23086 -1.57692
H -3.51658 -0.28844 -1.39491
H -1.65189 4.28886 -2.96626
H -2.88830 4.30575 -1.61593
H -3.42544 3.82262 -3.19792
H -2.23868 1.99723 0.79273
H -0.88387 2.94334 -0.04360
*
```

The calculation puts the HOMO-LUMO gap (spin up / spin down) at 8.204 / 3.351 eV.

=====

Entry from OMol25: an isolated molecule of C16H19N3O3 (ωB97M-V/def2-TZVPD).

```
! RIJCOSX wB97M-V def2-TZVPD def2/J DEFGRID3
* xyz 0 1
C -3.38165 -0.48939 -5.28985
C -2.25486 -1.04048 -4.63720
C -1.54179 -0.31507 -3.66883
C -1.92181 1.07069 -3.38850
C -1.09363 1.88099 -2.38224
N -1.34319 3.08305 -1.91512
N -0.42940 3.39030 -1.00172
C 0.35055 2.38571 -0.94573
C 1.45266 2.27080 -0.07163
N 1.33096 1.21360 0.99933
C 0.05998 0.36875 0.99447
C -0.06681 -0.16012 2.41307
C 1.18168 -1.13676 2.80063
C 2.50476 -0.33830 2.57182
C 2.56403 0.31893 1.22484
O 0.81494 -2.52031 2.40766
C 1.11782 -3.34361 3.52511
C 1.26798 -2.39197 4.72760
O 1.09368 -1.08994 4.19242
O -0.06933 1.36515 -1.77314
C -3.06118 1.51886 -4.06307
C -3.79600 0.74445 -4.93808
H -3.77246 -0.88002 -6.18196
H -1.81766 -1.97649 -4.84778
H -0.63538 -0.66238 -3.22745
H 1.44902 3.27066 0.41768
H 2.36299 2.17166 -0.58257
H 0.28632 -0.45806 0.23145
H -0.85643 0.85851 0.68476
H -0.99876 -0.69888 2.55825
H -0.17488 0.69241 3.16583
H 2.73262 0.42030 3.34082
H 3.27573 -1.04327 2.71039
H 3.38746 1.08435 1.26259
H 2.79481 -0.44966 0.43446
H 2.07818 -3.82608 3.34950
H 0.31062 -4.11052 3.63979
H 2.19079 -2.50933 5.27471
H 0.42143 -2.49780 5.43499
H -3.27598 2.60980 -3.99988
H -4.53781 1.21943 -5.44743
*
```

The structure (SMILES) is c1ccc(-c2nnc(CN3CCC4(CC3)OCCO4)o2)cc1. The calculation puts the energy above the lowest of the compared OMol25 structures with the same formula, charge and spin at 142.9 kcal per mole. The calculation puts the HOMO-LUMO gap at 8.909 eV.

=====

Entry from OMol25: an isolated molecule of C16H19N3O5S (ωB97M-V/def2-TZVPD).

```
! RIJCOSX wB97M-V def2-TZVPD def2/J DEFGRID3
* xyz 0 1
C -3.93573 0.61460 0.84741
N -3.92399 0.35951 2.26468
C -4.32312 1.46298 3.10006
S -2.58273 -0.48206 2.80651
O -2.76162 -0.71189 4.20771
O -2.40666 -1.60391 1.93244
C -1.21571 0.65475 2.55937
C -0.92068 1.60151 3.52134
C 0.08835 2.51728 3.26570
C 0.78546 2.48719 2.07031
C 0.48525 1.52105 1.11083
N 1.16090 1.42085 -0.10245
C 2.16408 2.19255 -0.59457
O 2.63361 3.17134 -0.06421
C 2.67425 1.70480 -1.95386
O 2.00112 0.54649 -2.41069
C 2.71417 -0.61839 -2.43186
O 3.88581 -0.67154 -2.13738
C 1.87050 -1.72041 -2.83115
C 0.51928 -1.71195 -3.16319
C 0.16051 -3.02364 -3.46151
C 1.29369 -3.79523 -3.30353
N 2.31894 -3.01319 -2.92647
C 3.65710 -3.45935 -2.66068
C -0.53314 0.60205 1.36387
H -3.57495 -0.28479 0.35513
H -3.30047 1.46768 0.57267
H -4.95775 0.81585 0.52561
H -5.37064 1.69821 2.90985
H -4.20870 1.14323 4.13247
H -3.71684 2.36089 2.92103
H -1.46271 1.59340 4.45272
H 0.33776 3.26316 4.00457
H 1.56906 3.19997 1.87278
H 0.86619 0.65682 -0.70113
H 2.52804 2.50138 -2.68900
H 3.74822 1.49802 -1.86389
H -0.11018 -0.84514 -3.18934
H -0.80806 -3.37449 -3.75548
H 1.41964 -4.85207 -3.43860
H 3.71522 -4.53391 -2.82436
H 4.36539 -2.95098 -3.31631
H 3.93727 -3.23189 -1.63111
H -0.78612 -0.17070 0.65369
*
```

The structure (SMILES) is CN(C)S(=O)(=O)c1cccc(NC(=O)COC(=O)c2cccn2C)c1. The calculation puts the energy above the lowest of the compared OMol25 structures with the same formula, charge and spin at 15.7 kcal per mole. The calculation puts the HOMO-LUMO gap at 9.570 eV.

=====

Entry from OMol25: an isolated molecule of C16H19NO3 (ωB97M-V/def2-TZVPD).

```
! RIJCOSX wB97M-V def2-TZVPD def2/J DEFGRID3
* xyz 0 1
C -3.02093 1.34721 -4.80444
O -3.19431 0.81552 -3.51716
C -2.43191 1.32886 -2.49786
C -1.48974 2.33964 -2.63407
C -0.77677 2.77350 -1.53168
C -0.97963 2.22399 -0.26702
N -0.29061 2.74586 0.81559
C -0.18829 2.02998 2.06330
C 0.43044 0.65059 1.97221
C 0.12513 -0.31813 2.91405
C 0.70157 -1.57297 2.84012
C 1.59134 -1.90843 1.82712
O 2.19556 -3.14078 1.73658
C 1.86674 -4.12412 2.68390
C 1.89405 -0.93820 0.85493
O 2.74005 -1.06638 -0.20699
C 3.21343 -2.32900 -0.61739
C 1.31115 0.32102 0.95709
C -1.92562 1.20480 -0.14155
C -2.63681 0.76950 -1.23879
H -3.26101 2.41580 -4.83674
H -3.71519 0.80502 -5.44521
H -1.99955 1.19541 -5.17095
H -1.29422 2.79773 -3.59113
H -0.04467 3.56009 -1.65443
H 0.54235 3.25248 0.55434
H -1.18908 1.94559 2.50071
H 0.40952 2.64597 2.74400
H -0.56363 -0.09825 3.71625
H 0.44782 -2.30040 3.59426
H 0.79994 -4.36961 2.66029
H 2.14956 -3.82117 3.69753
H 2.44325 -5.00362 2.39955
H 3.90483 -2.76062 0.10908
H 2.39326 -3.02814 -0.79470
H 3.73929 -2.14337 -1.55420
H 1.57223 1.03405 0.19093
H -2.10363 0.74018 0.81449
H -3.36593 -0.01959 -1.14200
*
```

The structure (SMILES) is COc1ccc(NCc2ccc(OC)c(OC)c2)cc1. The calculation puts the energy above the lowest of the compared OMol25 structures with the same formula, charge and spin at 65.2 kcal per mole. The calculation puts the HOMO-LUMO gap at 8.068 eV.

=====

One value per record, in order, for max |F|: 0.0161 0.0200 0.1001 0.0859 0.0213 0.0120 hartree/bohr.